The following is a DFT calculation (ωB97M-V/def2-TZVPD) of a molecular structure, C6H14O3Tb in a non-equilibrium geometry.

Geometry (Å):
C (-2.328, 1.838, 1.739)
O (-2.570, 0.927, 0.716)
C (-1.232, 2.858, 1.372)
O (-0.136, 2.271, 0.699)
C (0.580, 1.183, 1.424)
O (0.314, -1.212, -1.537)
C (-0.079, -1.392, -2.893)
Tb (-0.845, 0.066, -0.001)
H (-2.027, 1.327, 2.678)
H (-3.231, 2.425, 1.997)
H (-0.888, 3.383, 2.283)
H (-1.638, 3.601, 0.669)
H (0.492, 1.370, 2.507)
H (1.638, 1.320, 1.147)
H (-1.068, -0.941, -3.022)
H (0.645, -0.888, -3.551)
H (-0.135, -2.461, -3.139)
C (1.642, -1.711, -1.186)
H (2.005, -2.264, -2.065)
H (2.313, -0.849, -1.084)
C (1.632, -2.553, 0.071)
H (1.012, -3.452, -0.038)
H (2.660, -2.869, 0.292)
H (1.244, -1.977, 0.922)

## Properties
Molar mass: 293.10 u
ΔE to the lowest compared entry with this formula, charge and spin: 0.0 kcal/mol
Total energy: -1286.91001 Eh
E_HOMO (spin up / spin down): -12.36 / -12.35 eV
2S+1: 7
Total charge: +1